Density functional theory data (ωB97M-V/def2-TZVPD) for a molecular structure, C10H28CuO2P2.

Geometry as XYZ:
```
43
Properties=species:S:1:pos:R:3:forces:R:3:mulliken_charge:R:1
C 1.36584 -3.12122 0.00382 0.130 0.437 -0.153 -1.28
H 0.94837 -0.15337 3.65852 -0.436 0.590 0.054 0.27
H -1.11436 2.20992 3.68609 0.283 -0.498 -0.035 0.26
H 1.19582 4.38694 -0.82825 -0.014 -0.232 0.092 0.41
H -3.05662 -0.84240 1.83608 0.429 -0.365 0.008 0.31
H -1.45996 4.05392 0.04093 0.131 -0.285 -0.080 0.37
C -1.29878 2.97222 0.17653 -0.448 0.100 0.128 -1.02
P -0.02215 2.27949 -0.95010 -0.296 0.363 0.992 1.52
H 1.19418 -4.17622 -0.25408 -0.044 0.319 -0.032 0.41
H -1.11836 -2.41292 -2.81537 0.187 -0.029 0.072 0.37
H 2.30525 2.98471 -0.89335 -0.228 0.143 0.192 0.36
P 0.02713 -2.05249 -0.69366 -0.356 -1.740 -0.036 0.97
H 1.26498 1.39675 5.52501 0.367 -0.062 -0.075 0.42
C 0.64633 0.91380 3.58081 1.412 0.034 -1.244 0.72
Cu 0.30432 0.15255 -0.46057 0.232 0.180 0.000 -1.59
H 1.45478 3.37970 0.63774 -0.029 -0.162 -0.491 0.27
H -2.25823 2.46005 0.02513 0.184 0.115 -0.012 0.34
H 2.59954 1.54113 4.33630 -0.251 0.063 -0.037 0.37
H 0.24902 2.50690 -3.31109 -0.307 0.125 0.199 0.35
H 0.64704 -2.47782 -3.02701 -0.143 -0.034 0.121 0.35
H 1.55956 0.28503 -1.32764 0.179 -0.078 -0.439 -0.12
H -2.48592 -1.34145 1.79418 -0.566 0.548 0.097 -0.34
H -1.25395 -2.85655 1.23768 0.001 -0.006 -0.369 0.33
H -0.99477 2.79940 1.22122 0.054 -0.055 -0.445 0.06
O 1.96544 -0.68317 1.55148 -0.162 0.696 1.260 -0.65
C -0.18166 -2.77472 -2.37554 0.058 0.038 0.021 -1.21
C -1.36302 -2.95168 0.14688 -0.251 0.238 0.011 -1.27
H -1.37838 -4.03016 -0.09722 0.150 0.517 -0.040 0.38
H -0.22053 -3.86893 -2.30372 0.029 0.203 -0.077 0.35
O 0.97747 1.28163 2.14296 -0.944 0.257 2.509 -0.48
H -1.48093 2.48142 -2.83473 0.330 0.087 0.002 0.37
H -0.50739 3.97055 -2.59650 -0.052 -0.236 -0.119 0.38
C -0.48572 2.87158 -2.57630 -0.149 0.429 -0.687 -1.15
H 1.31219 2.80913 4.52987 0.176 -0.627 -0.496 0.29
H -2.31881 -2.49735 -0.14904 0.193 -0.245 0.129 0.39
H -1.02406 0.94450 4.92819 -0.016 -0.067 -0.779 0.43
C 1.36822 3.36539 -0.46167 0.359 -0.141 -0.112 -1.27
H 1.37460 -2.99535 1.09367 0.058 0.029 -0.360 0.36
C 1.23334 0.26289 1.28848 0.321 -1.279 -1.260 1.17
C 1.53398 1.71794 4.50700 -0.422 0.416 0.764 -1.55
H -1.46064 0.51461 3.19947 0.292 0.320 0.497 0.10
H 2.33291 -2.78354 -0.38325 -0.121 -0.142 0.160 0.36
C -0.82794 1.15080 3.84976 -0.322 0.034 0.068 -1.09
```
Forces are in eV/Å.

As for the expectation value of S²: 0.76. As for the total energy: -2871.3539 Ha. As for the orbital gap (spin up / spin down): 7.338 / 5.876 eV. Its spin multiplicity is 2.